[1]
The following is a DFT calculation (ωB97M-V with the def2-TZVPD basis set) of an isolated ion of composition C3H8NO2 and charge +1.

Last column: Löwdin charge in e.
Atoms and positions in Å:
O  -1.65  -1.09  -1.93  0.1687
C  -0.80  -1.18  -0.92  -0.5143
C  -0.13  0.16  -0.70  -0.0224
N  0.73  0.05  0.51  0.0237
C  0.69  1.24  1.43  0.0319
O  -0.55  -2.14  -0.24  0.1490
H  -2.07  -1.94  -2.14  0.1617
H  -0.91  0.92  -0.64  0.1548
H  0.44  0.40  -1.59  0.1548
H  0.39  -0.79  1.02  0.1748
H  1.70  -0.08  0.23  0.1874
H  -0.33  1.43  1.71  0.1080
H  1.22  2.05  0.94  0.1116
H  1.26  0.97  2.31  0.1102

Highest occupied orbital energy (eV): -15.77
Charge: +1
Energy above the lowest of the compared OMol25 structures with the same formula, charge and spin (kcal per mole): 12.9
SMILES: C[NH2+]CC(=O)O
F_max (hartree/bohr): 0.021
DFT total energy (hartree): -324.10669



[2]
The following is a DFT calculation (ωB97M-V with the def2-TZVPD basis set) of a 2-piece molecular cluster, Cl3H2N3 overall.

Last column: Löwdin charge in e.
Atoms and positions in Å:
N  0.29  -0.80  -1.10  -0.1237
N  -0.57  -0.85  -0.09  -0.5692
N  -0.02  1.24  1.22  -0.8902
Cl  -0.16  -2.09  0.99  0.5174
Cl  -1.73  1.59  1.49  0.4419
Cl  0.60  1.93  -0.11  0.6041
H  1.13  -1.27  -1.18  0.0331
H  0.46  0.24  -1.23  -0.0133

Highest occupied orbital energy (spin up / spin down) (eV): -8.11 / -10.50
Energy above the lowest of the compared OMol25 structures with the same formula, charge and spin (kcal per mole): 0.0
Multiplicity: 3
F_max (hartree/bohr): 0.095
DFT total energy (hartree): -1545.80673